186
Properties=species:S:1:pos:R:3 method="wB97M-V/def2-TZVPD" e_lumo_ev=0.5 multiplicity=1 largest_force_ha_per_bohr=0.060 energy_ha=-5910.6549 gap_ha=0.3070 de_lowest_kj_mol=0.0 e_homo_ev=-7.8
C 11.495 17.351 4.171
C 13.009 17.542 4.037
O 13.280 18.721 3.276
P 13.504 18.557 1.690
O 14.686 17.761 1.271
O 13.351 20.049 1.161
C 14.523 20.850 0.886
C 14.473 21.214 -0.601
O 12.151 17.906 1.162
C 11.988 17.638 -0.220
C 10.603 16.977 -0.342
H 11.003 18.294 4.396
H 11.156 16.947 3.216
H 11.173 16.604 4.898
H 13.432 17.637 5.039
H 13.562 16.698 3.618
H 14.595 21.741 1.506
H 15.442 20.281 1.034
H 14.108 20.424 -1.253
H 13.785 22.046 -0.775
H 15.470 21.552 -0.889
H 12.046 18.501 -0.885
H 12.746 16.905 -0.509
H 10.247 16.798 -1.359
H 10.590 16.009 0.151
H 9.932 17.745 0.048
C 13.531 24.136 1.817
C 12.933 25.328 2.535
O 13.868 26.400 2.617
P 13.607 27.691 3.515
O 12.198 27.996 3.750
O 14.419 27.390 4.836
C 14.103 28.137 6.025
C 14.918 29.415 6.110
O 14.491 28.867 2.881
C 14.013 29.478 1.645
C 14.910 30.676 1.428
H 14.324 23.710 2.427
H 12.713 23.440 1.615
H 13.913 24.364 0.819
H 12.023 25.722 2.085
H 12.622 24.974 3.523
H 13.046 28.366 6.140
H 14.417 27.515 6.864
H 15.990 29.335 5.970
H 14.515 30.158 5.412
H 14.633 29.925 7.037
H 14.070 28.838 0.763
H 13.013 29.839 1.886
H 14.583 31.326 0.620
H 15.061 31.169 2.389
H 15.921 30.372 1.144
C 10.380 26.513 -0.764
C 11.136 27.814 -0.496
O 10.668 28.849 -1.415
P 11.590 29.474 -2.555
O 13.047 29.433 -2.315
O 11.180 28.804 -3.940
C 9.851 28.431 -4.338
C 9.523 29.019 -5.683
O 11.110 30.982 -2.633
C 11.792 31.924 -3.438
C 10.812 32.992 -3.981
H 9.514 26.480 -0.104
H 10.138 26.313 -1.805
H 11.045 25.709 -0.441
H 10.871 28.176 0.494
H 12.188 27.693 -0.752
H 9.815 27.341 -4.327
H 9.123 28.790 -3.607
H 9.779 30.075 -5.747
H 9.879 28.342 -6.456
H 8.447 29.014 -5.893
H 12.659 32.376 -2.958
H 12.179 31.405 -4.324
H 11.257 33.719 -4.654
H 10.019 32.484 -4.527
H 10.418 33.429 -3.061
C 11.766 24.694 -11.452
C 10.678 24.911 -10.443
O 11.172 24.914 -9.102
P 10.827 26.122 -8.068
O 11.634 27.325 -8.158
O 9.263 26.386 -8.231
C 8.218 25.425 -8.195
C 7.751 25.179 -6.763
O 10.882 25.442 -6.629
C 12.072 24.854 -6.087
C 11.661 23.949 -4.949
H 11.678 25.364 -12.309
H 12.711 25.074 -11.043
H 12.074 23.706 -11.791
H 10.213 25.874 -10.685
H 9.811 24.246 -10.481
H 7.352 25.696 -8.798
H 8.600 24.494 -8.622
H 8.462 24.512 -6.275
H 7.686 26.153 -6.281
H 6.801 24.647 -6.708
H 12.679 24.277 -6.789
H 12.668 25.699 -5.735
H 12.482 23.509 -4.384
H 10.901 24.473 -4.362
H 11.102 23.050 -5.236
C 15.983 24.022 -5.722
C 16.860 24.112 -6.998
O 16.095 24.874 -7.936
P 15.131 24.160 -8.965
O 13.948 23.547 -8.338
O 16.108 23.190 -9.775
C 17.289 23.716 -10.392
C 18.527 22.834 -10.113
O 14.800 25.281 -10.065
C 14.599 26.633 -9.654
C 14.582 27.537 -10.866
H 15.190 23.311 -5.953
H 16.576 23.730 -4.851
H 15.614 24.991 -5.393
H 17.688 24.701 -6.601
H 17.140 23.119 -7.333
H 17.104 23.861 -11.455
H 17.516 24.698 -9.971
H 18.593 22.486 -9.091
H 18.581 22.143 -10.954
H 19.376 23.481 -10.356
H 13.705 26.783 -9.038
H 15.393 26.962 -8.977
H 14.442 26.850 -11.707
H 13.720 28.194 -10.965
H 15.506 28.103 -10.950
C 13.993 34.878 -1.823
C 15.023 35.219 -0.750
O 15.540 34.085 -0.022
P 16.974 33.410 -0.335
O 17.427 32.499 0.727
O 16.885 32.685 -1.754
C 15.775 31.818 -2.057
C 16.027 30.353 -1.785
O 17.934 34.645 -0.635
C 19.224 34.380 -1.244
C 19.547 35.691 -1.947
H 13.366 34.107 -1.376
H 13.503 35.747 -2.245
H 14.565 34.378 -2.613
H 15.839 35.918 -0.939
H 14.493 35.699 0.082
H 14.832 32.209 -1.673
H 15.627 31.875 -3.137
H 15.239 29.908 -1.180
H 16.118 29.824 -2.734
H 16.932 30.059 -1.248
H 19.970 34.128 -0.489
H 19.116 33.502 -1.880
H 19.595 36.520 -1.241
H 20.463 35.721 -2.540
H 18.741 35.943 -2.638
C 15.002 30.257 -6.242
C 14.727 30.426 -7.614
C 13.613 29.691 -7.955
N 13.235 29.026 -6.802
C 14.097 29.360 -5.782
H 15.788 30.741 -5.688
H 15.294 31.079 -8.264
H 13.091 29.545 -8.883
H 12.456 28.384 -6.829
H 13.983 28.909 -4.809
C 14.740 24.536 -2.606
C 15.341 24.939 -1.383
C 15.102 26.302 -1.332
N 14.409 26.712 -2.429
C 14.172 25.621 -3.213
H 14.928 23.534 -2.965
H 15.838 24.345 -0.637
H 15.458 27.081 -0.674
H 14.084 27.640 -2.656
H 13.627 25.705 -4.139
C 18.403 24.903 2.849
C 18.652 25.463 1.571
C 17.890 26.624 1.457
N 17.445 26.941 2.735
C 17.741 25.873 3.540
H 18.793 23.997 3.280
H 19.214 25.023 0.762
H 17.812 27.395 0.708
H 16.723 27.602 2.966
H 17.338 25.802 4.540